Record 1
# C32H60F4N2O9PS

9 unconnected molecules or ions with the total composition C32H60F4N2O9PS in a non-equilibrium geometry (ωB97M-V/def2-TZVPD, OMol25).

```
109
Properties=species:S:1:pos:R:3:forces:R:3:lowdin_charge:R:1
C 6.46672 -5.09837 4.66828 0.4 -0.4 -0.2 -0.182
C 5.79925 -6.57577 4.86744 0.2 1.0 0.0 -0.381
P 4.71194 -6.87552 3.30993 0.6 0.2 -0.5 0.969
C 5.06678 -8.63633 2.66830 -0.7 -0.3 0.0 -0.301
C 2.91072 -6.71021 3.85606 -2.2 -2.1 0.7 -0.275
C 1.67607 -7.61623 3.69897 1.3 2.5 1.5 -0.483
S 1.64274 -9.25577 2.86656 -0.2 1.1 0.4 0.777
N 0.52031 -6.90169 4.30730 5.9 2.7 -0.2 0.143
C 1.07946 -5.67521 4.77439 0.3 2.2 1.0 -0.074
C 0.34009 -4.43804 5.49182 -0.7 -2.2 0.6 -0.050
O -0.49671 -3.77009 4.51305 2.4 1.9 -0.3 0.018
C 0.17328 -2.70279 3.87535 -1.2 1.7 -1.9 -0.456
F 1.35211 -3.06752 3.18827 -2.4 0.6 1.9 0.109
F 0.46934 -1.61390 4.72022 -0.4 -2.9 -1.7 0.114
F -0.72386 -2.19785 2.88242 2.3 -1.5 2.7 0.091
N 2.49068 -5.49476 4.54724 -4.4 -6.3 -2.2 -0.030
F 3.30405 -4.48324 4.85016 -0.9 -0.3 0.0 0.115
H 5.86941 -4.27011 5.17611 0.8 -1.2 -0.7 0.061
H 6.53784 -4.88538 3.53669 -0.1 -0.2 1.8 0.048
H 7.54601 -5.10527 5.08127 -1.8 0.1 -0.5 0.086
H 5.17004 -6.62411 5.82440 1.2 -0.2 -1.3 0.079
H 6.67769 -7.30993 4.85556 -1.6 0.7 0.1 0.090
H 6.07137 -8.64112 2.10665 -1.5 0.4 1.1 0.063
H 5.04569 -9.38721 3.52791 0.0 0.8 -1.4 0.053
H 4.26131 -8.85077 1.87634 1.2 0.1 1.3 0.020
H 0.78142 -10.10621 3.54819 0.5 1.3 0.2 -0.096
H -0.46483 -7.18910 4.36800 0.7 0.4 0.0 0.181
H -0.37925 -4.90294 6.26932 1.0 0.9 -1.3 0.162
H 1.04168 -3.75553 6.07544 -0.7 -0.9 -1.2 0.157
C 8.62652 -4.28884 1.06038 0.1 -0.3 0.3 -0.023
C 7.47959 -5.04232 0.44153 -0.3 -0.5 0.1 -0.501
O 7.16841 -6.15508 0.83284 0.1 0.4 0.0 0.013
C 6.73353 -4.36927 -0.67735 -0.2 -0.4 0.0 -0.017
H 9.07186 -4.89422 1.85339 -0.1 0.1 -0.1 0.080
H 9.38841 -4.08626 0.30485 -0.1 0.2 0.0 0.090
H 8.26594 -3.35358 1.49434 0.1 0.1 -0.2 0.086
H 7.41251 -4.17078 -1.50949 -0.1 0.2 0.1 0.053
H 6.28893 -3.43761 -0.32012 0.2 0.1 -0.1 0.090
H 5.93449 -5.02727 -1.02661 0.1 0.1 0.1 0.085
C -3.02526 -1.81285 0.39423 -0.1 -0.4 -0.2 -0.032
C -4.09350 -0.79819 0.07996 -0.7 0.1 -0.4 -0.500
O -5.03762 -1.07720 -0.63667 0.5 0.0 0.4 0.054
C -3.94677 0.57123 0.68661 -0.3 -0.1 -0.3 -0.036
H -3.26004 -2.75356 -0.10933 0.0 0.1 0.0 0.081
H -2.05703 -1.45628 0.03605 0.0 0.0 0.2 0.085
H -2.98831 -1.99187 1.47105 0.2 0.1 0.0 0.069
H -3.02030 1.03315 0.34190 0.0 0.0 0.3 0.079
H -3.95013 0.49775 1.77579 0.3 0.1 -0.1 0.082
H -4.78608 1.19662 0.37565 0.1 -0.1 0.0 0.090
C -0.76090 2.18323 3.10191 -0.1 -0.4 -0.2 -0.023
C -1.82840 3.19926 2.78895 -0.7 0.1 -0.4 -0.488
O -2.77342 2.92227 2.07257 0.6 0.1 0.4 0.052
C -1.68097 4.56827 3.39585 -0.4 0.1 -0.2 -0.017
H -0.99678 1.24288 2.59773 0.0 0.1 0.0 0.071
H 0.20739 2.53919 2.74364 0.0 0.0 0.2 0.088
H -0.72322 2.00336 4.17853 0.2 0.1 0.0 0.084
H -0.75374 5.03002 3.05027 0.0 0.0 0.2 0.092
H -1.68423 4.49399 4.48571 0.2 0.0 0.0 0.087
H -2.51993 5.19405 3.08508 0.2 -0.1 0.0 0.077
C -4.58568 8.00747 0.53968 0.1 0.2 0.4 -0.024
C -3.28795 7.25163 0.43089 0.6 -0.1 0.4 -0.499
O -2.39822 7.40136 1.25062 -0.4 0.0 -0.3 0.040
C -3.13365 6.30525 -0.72866 0.4 0.0 0.2 -0.029
H -4.55683 8.65131 1.42167 0.0 -0.1 -0.1 0.081
H -4.72740 8.63176 -0.34504 -0.2 -0.2 0.0 0.086
H -5.41635 7.30639 0.64494 0.0 0.1 -0.2 0.086
H -3.21102 6.85354 -1.66853 -0.3 -0.2 0.0 0.064
H -3.89989 5.52901 -0.67957 -0.1 0.1 -0.2 0.091
H -2.15094 5.83071 -0.67989 -0.1 0.1 0.0 0.084
C 9.55201 -4.47778 -5.22887 0.0 -0.3 0.3 -0.021
C 8.81679 -3.41990 -4.45053 -0.1 -0.1 0.6 -0.487
O 8.56532 -3.56492 -3.26707 0.1 0.1 -0.6 0.041
C 8.40432 -2.17584 -5.19066 -0.2 0.2 0.4 -0.021
H 9.78588 -5.31596 -4.56886 0.0 0.1 -0.1 0.084
H 8.92549 -4.84033 -6.04656 0.2 0.1 -0.1 0.088
H 10.48605 -4.06935 -5.62039 -0.1 0.0 -0.2 0.089
H 7.72690 -2.43633 -6.00657 0.2 0.0 -0.1 0.088
H 9.28745 -1.66532 -5.58047 -0.1 -0.1 -0.2 0.089
H 7.88466 -1.50261 -4.50548 0.1 -0.1 -0.1 0.084
C -2.92047 4.99716 -5.64595 0.1 -0.3 0.3 -0.025
C -3.65045 6.05478 -4.86085 -0.2 0.0 0.6 -0.487
O -3.89621 5.90616 -3.67657 0.1 0.0 -0.6 0.045
C -4.06419 7.30154 -5.59562 -0.1 0.0 0.5 -0.035
H -2.68498 4.15662 -4.98925 0.0 0.1 -0.1 0.081
H -3.55153 4.63797 -6.46162 0.1 0.1 -0.1 0.086
H -1.98749 5.40506 -6.04081 -0.1 0.0 -0.2 0.085
H -4.74594 7.04474 -6.40872 0.2 0.1 -0.1 0.089
H -3.18212 7.81173 -5.98815 -0.1 -0.1 -0.2 0.086
H -4.57924 7.97373 -4.90702 0.1 -0.1 -0.2 0.080
C -3.72371 11.76177 -6.57748 0.1 -0.3 0.3 -0.023
C -4.87441 11.01209 -7.19489 -0.2 -0.7 0.2 -0.495
O -5.18618 9.90113 -6.80686 0.2 0.6 -0.2 0.054
C -5.62434 11.68999 -8.31059 -0.3 -0.3 -0.1 -0.024
H -3.27726 11.15328 -5.78787 -0.1 0.1 -0.1 0.081
H -2.96353 11.96526 -7.33475 -0.1 0.2 0.0 0.087
H -4.08101 12.69619 -6.13950 0.1 0.1 -0.2 0.087
H -4.94852 11.89022 -9.14474 0.0 0.2 0.1 0.086
H -6.06601 12.62123 -7.94952 0.2 0.1 -0.1 0.087
H -6.42544 11.03442 -8.65859 0.1 0.1 0.1 0.084
C -7.86527 -1.90056 3.01895 -0.2 0.0 0.4 -0.028
C -8.60344 -2.84499 2.10691 -0.6 -0.5 0.1 -0.506
O -9.54733 -3.50079 2.50667 0.5 0.3 -0.1 0.060
C -8.12741 -2.94512 0.68239 -0.3 -0.3 -0.1 -0.025
H -8.31641 -1.93100 4.01326 0.0 0.0 -0.1 0.081
H -6.81893 -2.20353 3.09967 0.0 0.2 -0.1 0.078
H -7.93525 -0.88103 2.63378 0.2 0.0 0.0 0.086
H -7.09287 -3.29421 0.66000 0.0 0.3 -0.1 0.080
H -8.20889 -1.97186 0.19400 0.3 0.0 0.0 0.089
H -8.75041 -3.66120 0.14216 0.1 0.1 0.1 0.083
```
Forces are in eV/Å.

Lowest unoccupied orbital energy, eV: -3.88
Strongest force on any atom, eV/Å: 8.0
HOMO-LUMO gap, eV: 6.319
Net charge: +1
Highest occupied orbital energy, eV: -10.2

Record 2
# C6H16NO4

2 unconnected molecules or ions with the total composition C6H16NO4 in a non-equilibrium geometry (ωB97M-V/def2-TZVPD, OMol25).

```
27
Properties=species:S:1:pos:R:3:forces:R:3:nbo_charge:R:1
C 1.80006 1.93730 -0.12064 -0.9 -0.2 0.5 -0.653
C -0.54706 2.56981 1.98097 -2.7 -1.3 0.0 -0.262
C -1.03806 0.28663 -1.62231 0.7 1.3 -1.7 -0.257
C 0.17725 -3.08403 -1.86918 -2.5 -3.1 -4.6 -0.360
C -0.40390 -1.74038 1.94340 -0.9 -2.2 1.1 -0.286
C 0.24611 1.73757 -0.15372 1.6 -1.5 1.2 0.384
N 0.86680 -1.85544 0.00327 -0.5 -0.6 0.0 0.509
O -0.41604 1.38225 1.13571 0.9 1.3 -1.9 -0.594
O 0.20274 0.64367 -1.04951 -0.8 -0.5 0.8 -0.559
O 1.08156 -2.36595 -1.15581 1.7 2.1 2.3 -0.176
O -0.26131 -2.15803 0.51690 1.1 0.3 -1.3 -0.221
H 2.25381 1.07306 0.51953 -0.4 1.6 -1.7 0.225
H 2.11668 2.93638 0.20528 -0.2 -0.4 0.6 0.224
H 1.95533 2.01231 -1.22733 0.8 -0.8 1.0 0.241
H -1.66351 2.81950 2.16241 1.7 -0.7 -0.3 0.190
H -0.14135 3.45160 1.55862 0.8 0.7 -0.5 0.189
H -0.09341 2.29500 2.90836 0.3 0.3 0.7 0.195
H -1.52214 1.18838 -2.04822 0.5 -0.5 -0.6 0.196
H -1.77651 -0.03091 -0.97490 -1.3 -1.1 2.1 0.172
H -0.84867 -0.52648 -2.35200 -0.1 0.8 0.1 0.179
H 0.34012 -4.23293 -1.82199 0.1 2.0 0.3 0.259
H 0.26232 -2.82396 -3.03953 0.3 -0.3 2.8 0.263
H -0.85389 -2.88184 -1.61679 -0.1 0.1 0.4 0.228
H -1.08347 -0.87711 2.00602 1.1 0.2 -0.3 0.267
H 0.64621 -1.75370 2.40805 -2.0 0.4 -0.6 0.250
H -1.10252 -2.61478 2.27608 1.8 1.3 -0.1 0.238
H -0.19715 2.61211 -0.57267 -0.9 0.6 -0.3 0.157
```
Forces are in eV/Å.

Lowest unoccupied orbital energy, eV: -6.01
Strongest force on any atom, eV/Å: 6.1
HOMO-LUMO gap, eV: 7.041
Net charge: +1
Highest occupied orbital energy, eV: -13.1

Record 3
# C2H6O3P

2 unconnected molecules or ions with the total composition C2H6O3P in a non-equilibrium geometry (ωB97M-V/def2-TZVPD, OMol25).

```
12
Properties=species:S:1:pos:R:3:forces:R:3:nbo_charge:R:1
C -0.46057 -0.33664 2.08474 -0.3 2.3 -1.2 -0.624
C -0.62039 -0.23272 -0.72557 0.8 -1.6 0.1 -0.198
O 1.29808 1.61316 -1.41991 -1.2 -1.1 0.5 -1.175
O 1.54086 -0.86025 -2.30333 -0.8 0.5 0.1 -1.168
O -1.47685 0.73769 -0.95997 -1.8 0.2 -0.1 -0.672
P 1.08077 0.11212 -1.24040 2.1 -0.2 -0.8 1.923
H -1.35007 -0.00205 2.55296 -1.0 0.0 0.1 0.149
H -0.16521 -1.29634 2.26412 0.9 -2.3 0.3 0.154
H 0.25305 0.45895 1.99831 0.5 -0.1 -0.2 0.173
H -0.93064 -1.22981 -1.03826 -0.4 0.0 0.5 0.166
H -0.86802 1.44849 -1.09620 0.5 2.0 -0.3 0.498
H 1.69898 -0.41260 -0.11649 0.6 0.3 0.9 -0.226
```
Forces are in eV/Å.

Lowest unoccupied orbital energy (spin up / spin down), eV: 4.07 / 3.63
Strongest force on any atom, eV/Å: 2.6
HOMO-LUMO gap (spin up / spin down), eV: 8.971 / 7.201
Net charge: -1
Highest occupied orbital energy (spin up / spin down), eV: -4.9 / -3.6

- Look up the net charge of the third one.
  -1